{
  "formula": "C2H3N2O2S",
  "method": "wB97M-V/def2-TZVPD",
  "max_force_ev_per_a": 3.7,
  "e_homo_ev": [-2.60, -2.60],
  "homo_lumo_gap_ev": [6.26, 6.26],
  "lumo_energy_ev": [3.66, 3.66],
  "charge": -1,
  "e_above_lowest_ev": 4.107,
  "symbols": ["C", "C", "N", "N", "O", "O", "S", "H", "H", "H"],
  "xyz": [[-0.701, 1.801, 0.862], [0.822, -1.795, 0.458], [-0.855, 0.880, 0.116], [-0.451, -0.039, -0.694], [-0.147, 0.427, -2.020], [2.005, -1.823, 0.312], [-1.329, 2.941, 1.806], [0.471, -1.489, 1.460], [0.019, 1.473, -1.995], [0.165, -2.376, -0.305]],
  "lowdin_charge": [-0.8348, -0.2562, -0.1075, -0.1887, -0.1794, -0.0690, 0.3633, 0.0726, 0.1151, 0.0847]
}